1.
Molecular formula: C16H17F2N3O2
Method: DFT, ωB97M-V/def2-TZVPD

Geometry (Å):
N -4.5317 5.7463 2.0608
C -4.4258 4.6835 1.1925
N -4.1252 4.8252 -0.2838
C -5.1019 3.8005 -0.8898
C -5.6978 2.8655 0.3533
N -4.6148 3.1950 1.3857
C -3.4000 2.3005 1.2749
O -3.3853 1.1968 2.0708
O -2.2610 2.4721 0.3595
H -4.9968 5.6624 2.9916
H -4.2071 6.7108 1.7624
H -3.1313 4.7506 -0.5936
H -6.0271 4.5003 -1.1302
H -4.6513 3.1543 -1.7733
H -6.6196 3.4775 0.7660
H -5.9113 1.7260 0.1353
F 0.5256 -2.3021 1.4286
C 0.6030 -1.3785 0.4614
C 1.5607 -1.5128 -0.5378
C 1.6383 -0.5540 -1.5480
C 0.7636 0.5353 -1.5414
C -0.1909 0.6639 -0.5313
C -0.2755 -0.3008 0.4723
H 2.2371 -2.3611 -0.5219
H 2.3784 -0.6540 -2.3381
H 0.8275 1.2852 -2.3270
H -0.8679 1.5147 -0.5260
H -1.0173 -0.2212 1.2601
F 7.4892 -4.9990 -1.9710
C 6.4570 -4.8250 -1.1351
C 6.6648 -4.1947 0.0868
C 5.5892 -4.0087 0.9553
C 4.3187 -4.4655 0.5963
C 4.1213 -5.1015 -0.6302
C 5.1947 -5.2773 -1.5031
H 7.6602 -3.8540 0.3521
H 5.7397 -3.5101 1.9096
H 3.4810 -4.3242 1.2759
H 3.1323 -5.4599 -0.9056
H 5.0573 -5.7616 -2.4642

The total energy is -1134.14726 Eh. As for the frontier orbital gap: 6.308 eV. The spin multiplicity is 1. The max |F| comes out at 8.90 eV Å⁻¹. The LUMO energy comes out at -0.0697 hartree. The HOMO energy comes out at -8.2 eV. The total charge is 0.

2.
Molecular formula: C5H3FO2
Method: DFT, ωB97M-V/def2-TZVPD

Geometry (Å):
C -1.9459 -0.1841 1.4167
C -1.0889 0.0702 0.5488
C 0.0965 0.2767 -0.2343
C 0.5248 1.4674 -0.5620
F -0.0758 2.5226 -0.1985
C 1.0630 -0.8253 -0.6955
O 2.0789 -0.6316 -1.3165
O 0.5940 -2.0442 -0.4167
H -2.6482 -0.3126 2.2566
H 1.4653 1.6405 -1.1000
H -0.0638 -1.9795 0.3014

The total energy is -442.58659 Eh. Its SMILES is C#C/C(=C\F)C(=O)O. As for the frontier orbital gap: 10.121 eV. The value obtained for the energy relative to the best compared isomer or geometry (same formula, charge and spin) is 200.79 kJ/mol. The spin multiplicity is 1. The max |F| comes out at 3.97 eV Å⁻¹. The LUMO energy comes out at 0.0108 hartree. The HOMO energy comes out at -9.8 eV. The total charge is 0.

3.
Molecular formula: C5H8N2O
Method: DFT, ωB97M-V/def2-TZVPD

Geometry (Å):
C -1.8089 0.7786 0.2536
C 1.0254 -0.4414 0.4153
C -0.3180 0.9745 0.2216
C 0.3853 -0.3341 -0.8791
N 2.2364 0.2603 0.5189
C -0.0995 -1.0136 -1.8787
N 0.7586 -1.5174 1.1574
O 0.1897 2.0402 0.4720
H 2.8856 -0.1852 1.1515
H 2.1072 1.2560 0.6577
H -0.1153 -1.4470 1.6779
H -2.1288 0.5898 1.2779
H -2.2929 1.6903 -0.0976
H -2.1765 -0.0353 -0.3629
H -0.6562 -0.5232 -2.6686
H 0.0080 -2.0925 -1.9167

The total energy is -379.87100 Eh. As for the frontier orbital gap (alpha / beta): 6.561 / 6.557 eV. The value obtained for the energy relative to the best compared isomer or geometry (same formula, charge and spin) is 570.21 kJ/mol. The spin multiplicity is 1. The max |F| comes out at 6.21 eV Å⁻¹. The LUMO energy (alpha / beta) comes out at -0.0420 / -0.0420 hartree. The HOMO energy (alpha / beta) comes out at -7.7 / -7.7 eV. The total charge is 0.

4.
Molecular formula: C29H26BIN8O2PbS3
Method: DFT, ωB97M-V/def2-TZVPD

Geometry (Å):
Pb 0.0450 0.2219 0.0984
O -2.9323 -1.4900 6.8188
C -2.9734 -2.2675 5.8461
O -3.4258 -3.4277 5.7628
C -2.3828 -1.7037 4.5305
C -1.7382 -0.4786 4.4886
C -1.2264 -0.0044 3.2869
N -1.4080 -0.6611 2.1382
C -2.0292 -1.8400 2.1676
C -2.5037 -2.4047 3.3444
C -2.1714 -2.5496 0.8605
C -2.9674 -3.6882 0.7135
C -3.0676 -4.2779 -0.5324
C -2.3873 -3.7247 -1.6087
C -1.6199 -2.5978 -1.3736
N -1.5096 -2.0397 -0.1739
C -0.5410 1.3281 3.2275
C -0.1177 1.9691 4.3857
C 0.3346 3.2735 4.2976
C 0.3270 3.9201 3.0734
C -0.1045 3.2065 1.9652
N -0.5136 1.9467 2.0485
H -1.6738 0.0818 5.4095
H -2.9693 -3.3779 3.3944
H -3.5042 -4.0945 1.5571
H -3.6802 -5.1619 -0.6635
H -2.4400 -4.1527 -2.6009
H -1.0508 -2.1241 -2.1682
H -0.0991 1.4391 5.3261
H 0.6845 3.7839 5.1875
H 0.6585 4.9440 2.9657
H -0.1162 3.6379 0.9694
C -3.1634 1.3061 -3.1606
N -1.8224 1.7162 -3.4985
C -1.0256 1.1747 -4.4938
C 0.1171 1.8892 -4.4930
N 0.0315 2.8598 -3.5208
B 1.1066 3.9376 -3.2323
N 2.0619 3.5606 -2.0172
C 2.6108 4.5758 -1.2646
C 3.4697 4.0399 -0.3683
N 3.4592 2.6820 -0.5861
C 4.2222 1.6887 0.1490
C 2.5983 2.3857 -1.5986
S 2.3856 0.7984 -2.1780
C -1.1831 2.7700 -2.9235
S -1.8577 3.7286 -1.6974
H -3.5066 0.5964 -3.9133
H -3.8196 2.1753 -3.1315
H -3.1849 0.8382 -2.1740
H -1.3282 0.3131 -5.0617
H 1.0186 1.7577 -5.0611
H 1.7971 4.0829 -4.2280
H 0.5464 4.9578 -2.9158
H 2.3149 5.5974 -1.4224
H 4.0639 4.4891 0.4074
H 5.0124 2.2089 0.6916
H 4.6500 0.9818 -0.5599
H 3.5701 1.1355 0.8304
S 1.8636 -0.4126 1.7117
I 1.2396 -2.4701 -4.2557
C 1.7285 -3.4138 -2.4310
C 2.2316 -4.7080 -2.4662
C 2.5459 -5.2859 -1.2471
C 2.3577 -4.5544 -0.0856
C 1.8462 -3.2673 -0.1722
N 1.5244 -2.7094 -1.3469
H 2.3677 -5.2278 -3.4031
H 2.9355 -6.2968 -1.2115
H 2.6036 -4.9623 0.8858
H 1.7148 -2.6252 0.7010

The total energy is -3419.42334 Eh. As for the frontier orbital gap: 5.066 eV. The value obtained for the energy relative to the best compared isomer or geometry (same formula, charge and spin) is 0.00 kJ/mol. The spin multiplicity is 1. The max |F| comes out at 0.95 eV Å⁻¹. The LUMO energy comes out at 0.1259 hartree. The HOMO energy comes out at -1.6 eV. The total charge is -2.

5.
Molecular formula: C21H19AsN5O9PtS
Method: DFT, ωB97M-V/def2-TZVPD

Geometry (Å):
Pt -0.2243 -0.3477 -0.0988
O 0.3534 -0.6069 1.8043
C -0.1042 -1.4910 2.5349
C -1.1430 -2.4289 2.2521
C -1.5061 -3.2750 3.3160
C -2.5077 -4.1846 3.1607
C -3.2027 -4.3009 1.9389
C -2.8691 -3.5006 0.8935
C -1.8231 -2.5305 0.9954
O -1.5697 -1.8295 -0.0389
N -2.8649 -5.0522 4.2779
O -3.7571 -5.8609 4.1030
O -2.2530 -4.9250 5.3227
H 0.3331 -1.5479 3.5366
H -0.9925 -3.2053 4.2657
H -3.9966 -5.0286 1.8564
H -3.3862 -3.5640 -0.0542
O -1.2763 -0.3159 -4.1202
C -1.4899 -0.0699 -2.9467
O -0.5559 -0.1559 -2.0519
C -2.8375 0.5021 -2.5720
C -3.5091 1.2179 -3.5592
C -4.7475 1.7921 -3.3134
C -5.3603 1.6189 -2.0826
C -4.6862 0.8815 -1.1279
C -3.4300 0.3467 -1.3294
N -5.3363 0.6616 0.1783
O -4.7211 0.0477 1.0281
O -6.4600 1.0983 0.3385
H -3.0326 1.3158 -4.5248
H -5.2415 2.3688 -4.0841
H -6.3304 2.0344 -1.8578
H -2.9366 -0.1830 -0.5326
N 1.9491 0.9712 -2.1681
C 1.9276 1.5515 -0.9484
O 1.1554 1.1151 -0.0256
C 2.8031 2.6219 -0.6649
C 3.6458 3.1154 -1.6882
N 4.3404 3.4750 -2.5398
C 2.8947 3.1834 0.6279
N 2.9682 3.6446 1.6848
H 1.1136 0.4674 -2.4544
H 2.4647 1.4467 -2.8909
C -2.6880 4.0751 3.1463
As -1.7738 2.7249 2.1064
C 0.0601 2.8505 2.6658
C -2.3959 1.0701 2.9023
S -2.0594 2.9664 0.0707
H -2.4944 3.9387 4.2104
H -3.7552 4.0038 2.9464
H -2.3244 5.0465 2.8186
H 0.1171 2.8232 3.7546
H 0.4777 3.7787 2.2830
H 0.6216 2.0272 2.2270
H -1.6812 0.7667 3.6670
H -2.4827 0.3078 2.1319
H -3.3762 1.2280 3.3486

The total energy is -4515.83476 Eh. As for the frontier orbital gap: 6.589 eV. The value obtained for the energy relative to the best compared isomer or geometry (same formula, charge and spin) is 0.00 kJ/mol. The spin multiplicity is 1. The max |F| comes out at 0.44 eV Å⁻¹. The LUMO energy comes out at 0.0431 hartree. The HOMO energy comes out at -5.4 eV. The total charge is -1.

6.
Molecular formula: C42H35BrF10N7O6P2S5Ti
Method: DFT, ωB97M-V/def2-TZVPD

Geometry (Å):
Ti -0.6227 -0.9750 -0.4885
S 0.8858 1.5367 0.1367
C -0.8191 1.7678 -0.0120
N -1.6446 0.7245 -0.1681
C -2.9733 1.1301 -0.0468
C -4.1201 0.3413 -0.1652
C -5.3581 0.8965 0.0965
C -5.4942 2.2407 0.4403
C -4.3821 3.0611 0.4789
C -3.1378 2.4997 0.2304
S -1.5971 3.3026 0.2682
H -4.0530 -0.6877 -0.4831
H -6.2369 0.2691 0.0276
H -6.4705 2.6463 0.6696
H -4.4605 4.1157 0.7096
F 5.7433 -0.7643 5.1818
C 4.6457 -0.4231 4.5326
C 3.4881 -0.1162 5.2217
F 3.4722 -0.1522 6.5484
C 2.3605 0.2430 4.5197
F 1.3073 0.6122 5.2461
C 2.2803 0.2693 3.1155
P 0.5556 0.2796 2.4340
C -0.1486 -1.0035 3.5809
C -1.0356 -0.7482 4.6271
C -1.5014 -1.7935 5.4107
C -1.0960 -3.0973 5.1639
C -0.1924 -3.3504 4.1428
C 0.2761 -2.3105 3.3570
C -0.2161 1.7928 3.0838
C -1.6084 1.8330 3.1434
C -2.2543 2.9468 3.6563
C -1.5130 4.0337 4.0943
C -0.1292 4.0147 3.9919
C 0.5210 2.9024 3.4813
C 3.4943 0.0022 2.4475
Br 3.7834 0.1658 0.5941
C 4.6441 -0.3202 3.1564
F 5.7890 -0.5317 2.5160
H -1.3394 0.2580 4.8668
H -2.1941 -1.5775 6.2142
H -1.4821 -3.9078 5.7681
H 0.1441 -4.3605 3.9493
H 0.9948 -2.5144 2.5775
H -2.1867 0.9896 2.7801
H -3.3359 2.9653 3.7012
H -2.0147 4.8990 4.5076
H 0.4472 4.8702 4.3197
H 1.6006 2.8941 3.3922
F 1.2057 -1.5419 0.0603
P 1.4982 -3.2177 -0.3749
F 0.6214 -2.8648 -1.7070
F 2.8099 -2.7518 -1.1261
F 0.1036 -3.5117 0.3986
F 2.2858 -3.3745 0.9999
F 1.6554 -4.7341 -0.7620
C 0.7275 3.3641 -3.2241
C 0.4316 4.1268 -4.5042
S 0.5489 3.0662 -5.9618
O 0.4011 3.9030 -7.1218
O 1.7253 2.2514 -5.8345
C -0.9302 1.9821 -5.8947
C -0.6280 0.4820 -5.7971
N -0.0815 0.0806 -4.5020
C -0.7595 0.1161 -3.3399
N 0.0288 -0.1867 -2.3089
C 1.2651 -0.4306 -2.8327
C 1.2137 -0.2930 -4.1852
N 2.2581 -0.6322 -5.0978
O 3.3797 -0.6579 -4.6360
O 1.9655 -0.9386 -6.2396
C -2.1837 0.5326 -3.2410
H 0.8845 4.0502 -2.3921
H 1.6356 2.7744 -3.3489
H -0.0874 2.6916 -2.9500
H 1.1791 4.8966 -4.6973
H -0.5592 4.5804 -4.5261
H -1.4459 2.1967 -6.8288
H -1.5296 2.3350 -5.0552
H 0.0868 0.1865 -6.5558
H -1.5483 -0.0803 -5.9572
H 2.1249 -0.6824 -2.2388
H -2.6526 0.5379 -4.2222
H -2.2681 1.5311 -2.8047
H -2.7358 -0.1659 -2.6180
N -0.6991 -8.6408 -2.0936
C -1.1185 -7.3422 -2.2614
C -0.2431 -6.3840 -2.7891
C -0.6577 -5.0838 -2.9634
C -1.9460 -4.7127 -2.5956
C -2.8515 -5.6654 -2.1466
C -2.4408 -6.9728 -1.9856
S -2.4033 -3.0162 -2.6963
O -3.8431 -2.9283 -2.7419
O -1.6596 -2.3820 -3.7506
N -1.9099 -2.2650 -1.3026
C -2.5542 -2.4801 -0.1344
S -4.0120 -3.3923 0.1475
C -3.9564 -2.9109 1.8117
C -2.8970 -2.1119 2.0341
N -2.0977 -1.8673 0.9437
H 0.2906 -8.8009 -2.0342
H -1.2754 -9.2546 -1.5465
H 0.7701 -6.6707 -3.0412
H -0.0058 -4.3391 -3.3955
H -3.8730 -5.3822 -1.9436
H -3.1408 -7.7237 -1.6399
H -4.7219 -3.2272 2.4995
H -2.6408 -1.6884 2.9898

The total energy is -9552.19762 Eh. As for the frontier orbital gap (alpha / beta): 5.416 / 5.496 eV. The value obtained for the energy relative to the best compared isomer or geometry (same formula, charge and spin) is 129.50 kJ/mol. The spin multiplicity is 4. Its expectation value of S² is 3.7644. The max |F| comes out at 2.42 eV Å⁻¹. The LUMO energy (alpha / beta) comes out at -0.0096 / -0.0945 hartree. The HOMO energy (alpha / beta) comes out at -5.7 / -8.1 eV. The total charge is 0.